C14H10BrN2OSSr as an isolated structure. Source: the OMol25 dataset; level of theory: ωB97M-V/def2-TZVPD.

Values from the calculation:
E_LUMO (alpha / beta): -0.009 / -0.024 Ha
total charge: -1
gap between HOMO and LUMO (alpha / beta): 3.89 / 2.85 eV
maximum force: 4.736 eV/Å
HOMO (alpha / beta): -4.130 / -3.506 eV

Last column: Löwdin charge in e.
Atoms and positions in Å:
C -1.190 -0.620 -0.067  -0.18
H -3.264 -1.172 5.207  0.09
H -3.274 -1.174 2.734  0.11
C -1.189 -0.620 1.126  -0.27
C -1.188 -0.620 2.561  -0.29
H 2.994 -1.666 -2.774  0.13
C 2.132 2.177 -2.774  -0.10
O 4.430 2.663 -2.774  0.06
C 2.765 -0.605 -2.774  -0.15
C 3.444 1.713 -2.774  -0.30
H 1.927 3.239 -2.774  0.10
C 1.123 1.226 -2.774  -0.28
C -2.357 -0.930 3.266  -0.04
H 5.298 2.227 -2.774  0.12
Br -0.862 2.492 -2.774  0.43
C -0.018 -0.308 3.264  -0.06
C -0.019 -0.309 4.661  -0.11
C 3.772 0.350 -2.774  -0.01
H 4.806 0.022 -2.774  0.11
H -1.186 -0.619 6.445  0.09
C -2.355 -0.930 4.662  -0.11
C -4.959 -0.620 -2.774  -0.93
Sr -1.190 -0.620 -2.774  0.72
H -1.190 -3.012 -2.774  -0.25
S -6.719 -0.620 -2.774  0.21
C -1.187 -0.619 5.358  -0.13
H 0.898 -0.065 2.731  0.10
N 1.464 -0.292 -2.774  -0.03
N -3.799 -0.620 -2.774  -0.12
H 0.890 -0.067 5.205  0.09